{"formula": "C22H16BrIrN4O6S2", "method": "ωB97M-V/def2-TZVPD", "orbital_gap_ev": 6.0, "fmax_ev_per_a": 1.72, "relative_energy_kcal_mol": 29.3, "molar_mass_g_mol": 768.647, "symbols": ["Ir", "Br", "S", "S", "O", "O", "O", "O", "O", "O", "N", "N", "N", "N", "C", "C", "C", "C", "C", "C", "C", "C", "C", "C", "C", "C", "C", "C", "C", "C", "C", "C", "C", "C", "C", "C", "H", "H", "H", "H", "H", "H", "H", "H", "H", "H", "H", "H", "H", "H", "H", "H"], "xyz": [[0.967, 0.422, 0.002], [-2.681, 0.597, -0.650], [-1.687, -3.329, -0.081], [-0.296, -1.930, -2.290], [4.681, 0.446, -1.490], [2.915, 0.334, -0.113], [-1.654, -2.685, 3.693], [1.020, 0.339, -6.883], [3.272, 0.420, -6.512], [0.661, 0.397, 1.990], [-0.398, -1.568, 1.612], [-0.103, -1.258, 0.287], [-0.452, 2.056, 0.156], [1.255, 0.820, -1.984], [3.498, 0.434, -1.324], [-0.077, -0.853, 3.878], [2.068, 0.438, -6.219], [-0.623, -2.050, -0.590], [-2.225, -3.720, -1.771], [0.545, -0.128, 6.101], [-1.747, 4.493, 0.235], [1.804, 0.607, -4.698], [0.278, 0.981, -2.894], [-0.930, -1.823, 4.430], [0.653, -0.018, 4.732], [-0.326, -1.076, 6.638], [0.187, 3.157, 0.572], [0.519, 0.879, -4.242], [-1.057, -1.908, 5.816], [-2.427, 3.357, -0.161], [0.077, -0.674, 2.426], [-0.421, 4.390, 0.624], [-1.033, -3.539, -2.682], [2.822, 0.466, -3.755], [2.509, 0.574, -2.422], [-1.742, 2.153, -0.178], [-1.312, -3.521, -3.735], [3.842, 0.278, -4.061], [1.131, 0.509, 6.749], [1.314, 0.711, 4.283], [-0.276, 0.993, -4.967], [-1.731, -2.651, 6.220], [-3.037, -3.044, -2.034], [-0.281, -4.309, -2.516], [-2.588, -4.747, -1.775], [-1.421, -2.554, 2.753], [-0.425, -1.172, 7.712], [-0.708, 1.194, -2.512], [-2.252, 5.450, 0.249], [1.222, 3.020, 0.866], [0.137, 5.250, 0.964], [-3.467, 3.387, -0.450]]}


{"formula": "C2H6NO2PS", "method": "ωB97M-V/def2-TZVPD", "orbital_gap_ev": [7.0, 7.8], "fmax_ev_per_a": 4.95, "relative_energy_kcal_mol": 192.2, "molar_mass_g_mol": 139.116, "symbols": ["S", "P", "O", "O", "N", "C", "C", "H", "H", "H", "H", "H", "H"], "xyz": [[-0.467, -1.006, 0.024], [1.804, 0.627, 0.004], [-1.104, -2.123, -0.559], [0.298, -1.243, 1.172], [1.140, 1.882, 0.691], [-1.880, 0.165, 0.395], [0.672, -0.156, -1.008], [3.094, 0.873, -0.855], [-1.630, 1.020, -0.194], [-2.626, -0.437, -0.154], [0.378, 0.353, -1.835], [2.500, -0.223, 0.867], [-2.179, 0.268, 1.450]]}


{"formula": "C6H10", "method": "ωB97M-V/def2-TZVPD", "orbital_gap_ev": 11.0, "smiles": "C#CCCCC", "fmax_ev_per_a": 0.49, "relative_energy_kcal_mol": 35.3, "molar_mass_g_mol": 82.146, "symbols": ["C", "C", "C", "C", "C", "C", "H", "H", "H", "H", "H", "H", "H", "H", "H", "H"], "xyz": [[1.379, 0.375, 1.969], [-1.696, -0.720, -1.564], [-0.531, 0.163, -1.453], [0.431, 0.770, 0.841], [-2.649, -1.451, -1.650], [0.442, -0.229, -0.315], [-3.503, -2.086, -1.735], [-0.890, 1.189, -1.297], [-0.593, 0.866, 1.228], [0.185, -1.227, 0.060], [0.709, 1.761, 0.455], [1.089, -0.586, 2.410], [1.382, 1.124, 2.769], [1.461, -0.303, -0.713], [-0.010, 0.174, -2.415], [2.407, 0.275, 1.600]]}


{"formula": "C3H6NO2S", "method": "ωB97M-V/def2-TZVPD", "spin_multiplicity": 3, "orbital_gap_ev": [4.3, 8.6], "s_squared": 2.009, "total_charge": -1, "fmax_ev_per_a": 4.13, "relative_energy_kcal_mol": 30.1, "molar_mass_g_mol": 120.153, "symbols": ["S", "O", "O", "N", "C", "C", "C", "H", "H", "H", "H", "H", "H"], "xyz": [[2.036, -1.230, -0.615], [3.426, -0.812, -0.195], [0.134, 0.408, -1.656], [1.133, -1.282, 0.784], [-0.097, -1.635, 0.525], [-0.758, 0.606, -0.819], [-0.786, 1.729, 0.201], [-0.803, 2.732, -0.249], [-0.321, -1.915, -0.470], [-1.611, -0.161, -0.568], [-0.041, 1.664, 0.871], [-0.638, -1.800, 1.498], [-1.675, 1.695, 0.693]]}